Entry 1:
Here is a molecular structure, C15H25Cl2IN2O4SSb from OMol25. Energies are from ωB97M-V/def2-TZVPD.

Its net charge is -1. Its largest force on an atom is 0.92 eV/A. The value obtained for the gap between HOMO and LUMO is 7.05 eV. Its total energy is -77645.2439 eV.

XYZ file:
```
51
Properties=species:S:1:pos:R:3:forces:R:3:mulliken_charge:R:1
C -2.52939 -3.92960 -1.56534 0.0023 0.2421 -0.1060 -1.424
C -1.83997 -2.60139 -1.37143 -0.1213 -0.2356 0.2230 0.697
Cl -1.41588 -1.86680 -2.91733 0.0447 0.0566 -0.0157 -0.202
C -1.51499 -1.97404 -0.24163 -0.1068 -0.0170 -0.4260 -0.599
Cl -1.97107 -2.86753 1.22001 0.0017 -0.0614 0.1234 -0.269
Sb -0.34530 0.00801 0.08998 -0.1412 0.4133 0.1961 0.760
C -1.55546 0.26253 1.95371 -0.1097 0.0529 -0.0215 -1.210
C -1.64654 1.67260 2.48540 -0.0036 0.0275 0.1097 -0.020
O -2.88023 1.82995 3.22514 0.1206 -0.0505 0.0631 -0.569
C 0.84008 1.86899 0.45111 0.3289 0.0730 -0.1860 -1.190
C 1.62289 1.90380 1.74150 -0.1252 0.0618 0.0170 -0.479
O 1.55771 3.24606 2.34865 0.1747 -0.2310 0.0629 -0.363
C 1.84556 3.23222 3.66485 -0.2002 0.3820 0.0486 0.203
O 2.90768 3.50387 4.13955 0.1301 -0.0164 -0.0456 -0.508
C -1.97675 1.14806 -0.92731 -0.2762 0.0496 -0.2339 -1.183
C -1.85287 1.56748 -2.38892 -0.4042 0.0956 -0.0128 -0.661
S -0.22054 2.22562 -2.93097 0.1039 -0.0527 0.0376 -0.188
C 0.24585 0.99530 -4.07010 -0.0673 -0.0799 -0.2384 0.467
N -0.34816 0.62570 -5.15999 0.1035 0.0556 0.2857 -0.269
N 0.41298 -0.40974 -5.69362 0.1720 0.0065 0.1691 -0.429
C 1.41104 -0.55311 -4.89225 -0.1107 -0.2746 -0.4556 -0.029
O 1.39117 0.28599 -3.85432 -0.0425 0.1967 0.1468 -0.126
C 1.12637 -1.28618 1.18963 0.3004 -0.1581 0.0391 -1.181
C 2.63709 -1.25190 1.00819 -0.2041 -0.3565 0.8208 -0.115
C 3.26993 -2.62324 1.24955 -0.1235 -0.0086 -0.2572 -1.556
I 3.40609 -0.55154 -0.88693 0.1063 0.1337 -0.2452 -0.011
H -1.78996 -4.73227 -1.64459 -0.0733 -0.0055 0.0722 0.267
H -3.20836 -4.13526 -0.73828 0.1372 -0.0577 -0.0026 0.398
H -3.10395 -3.91621 -2.49356 0.0441 0.0040 0.0595 0.390
H 0.42154 -0.27769 -1.41994 0.0824 -0.1319 0.0246 -0.037
H -1.22217 -0.42389 2.73531 -0.0352 0.0269 -0.0487 0.573
H -2.56437 -0.05211 1.66336 0.1153 0.0236 -0.0404 0.543
H -1.62503 2.41888 1.68447 -0.0208 -0.0542 0.0123 0.093
H -0.80589 1.89598 3.15515 -0.0292 -0.0410 -0.0999 -0.034
H -2.79349 2.61354 3.77632 -0.0401 0.0198 -0.0626 0.348
H 1.53043 1.95300 -0.39299 -0.1135 0.0164 0.0449 0.588
H 0.18037 2.73953 0.39280 -0.0680 -0.1740 0.1178 0.604
H 1.24623 1.19075 2.48883 -0.0478 0.0664 -0.0195 0.347
H 2.68390 1.69353 1.58111 -0.0721 -0.0543 0.0130 0.379
H 0.96534 3.03503 4.30560 0.0239 -0.2217 -0.0941 0.334
H -2.84827 0.48241 -0.87094 0.1058 0.0170 0.0435 0.455
H -2.23759 2.03053 -0.33160 0.1916 -0.1252 0.0672 0.580
H -2.54905 2.38189 -2.61628 0.0812 -0.0765 0.0053 0.454
H -2.09949 0.75894 -3.07493 0.1621 0.0211 0.0582 0.322
H 2.22153 -1.26047 -4.98715 -0.0597 0.1287 0.1108 0.422
H 0.78256 -2.31322 1.02574 -0.0540 0.1521 -0.1342 0.581
H 0.94664 -1.07321 2.25128 -0.0238 -0.0522 -0.0897 0.392
H 3.06612 -0.55497 1.73070 0.0601 0.1015 -0.3119 0.226
H 2.93415 -3.32841 0.48263 0.0093 0.0593 0.0805 0.404
H 4.36054 -2.58303 1.21145 -0.0421 -0.0029 0.1048 0.463
H 2.93093 -3.00440 2.21839 0.1141 0.0556 -0.0099 0.363
```
Positions in Å, forces in eV/Å.

---

Entry 2:
Here is a molecular structure, C15H25HoINO3P2S2 in a non-equilibrium geometry from OMol25. Energies are from ωB97M-V/def2-TZVPD.

Its net charge is +2. Its largest force on an atom is 4.73 eV/A. Its spin multiplicity is 5. The value obtained for the gap between HOMO and LUMO (spin up / spin down) is 5.32 / 5.31 eV. Its total energy is -97724.3512 eV.

XYZ file:
```
50
Properties=species:S:1:pos:R:3:forces:R:3:lowdin_spin:R:1
C 0.45050 0.16925 -2.78254 -0.7034 -0.2367 -2.7678 -0.007
I -2.00307 -0.47258 -2.65869 2.1620 0.4031 -0.8330 0.004
H 1.28904 0.13971 -2.03368 -0.5267 -0.0205 -0.6110 0.000
H 0.36890 1.15831 -3.23029 -0.0486 -0.0922 0.1636 0.000
H 0.67435 -0.57086 -3.54360 0.1516 0.0644 -0.0732 0.000
Ho -0.06987 -0.12554 -0.47117 0.0533 -0.4543 4.2247 4.033
P 0.02763 2.67650 -0.23553 -0.1859 1.9559 0.6209 -0.004
C -1.64816 3.39598 -0.45107 -0.2025 -0.2968 -0.2166 0.000
C 0.45765 3.42694 1.39014 0.1530 -0.5852 -0.0560 0.000
H 0.37631 4.51597 1.34449 0.0109 -0.1339 -0.1683 0.000
H 0.79470 4.77840 -1.26202 -0.0372 -0.3414 0.0666 0.000
H 1.48234 3.14684 1.63980 0.0053 0.0882 0.0851 0.000
H 2.09485 3.56820 -1.12552 -0.1542 0.0423 0.0072 0.000
H -2.32620 2.99136 0.30911 0.1733 0.2584 -0.0412 0.000
H -0.21278 3.05117 2.16537 0.0671 0.0372 -0.1195 0.000
C 1.03276 3.71013 -1.35651 0.3108 -0.1866 -0.3602 -0.001
H -1.61437 4.49037 -0.36463 0.0393 -0.3136 -0.0032 0.000
H 0.89060 3.40971 -2.39996 -0.0339 0.1503 0.0783 0.000
H -2.05188 3.12448 -1.43224 -0.0090 0.1502 0.0470 0.000
P -0.03376 -2.80704 0.27643 0.0343 -1.0968 -0.0202 -0.005
C -1.67713 -3.53992 -0.01730 -0.1045 0.0244 0.0606 0.000
C 1.08310 -3.68705 -0.87936 -0.0156 0.1875 0.0100 0.000
H 1.47237 -3.36924 2.10784 -0.1296 -0.0947 -0.0723 0.000
H 0.23724 -4.64367 1.82032 0.0652 0.2000 -0.0094 0.000
H -0.18856 -3.13678 2.68191 -0.0007 -0.0957 -0.0772 0.000
C 0.42069 -3.56528 1.88052 0.0183 0.5103 0.0755 -0.001
H 2.10312 -3.31405 -0.72420 -0.1429 -0.1983 0.0083 0.000
H 1.04832 -4.76668 -0.69364 0.0500 0.1916 -0.1551 0.000
H -1.67422 -4.58209 0.32811 -0.1712 0.2252 -0.2246 0.000
H -1.94214 -3.48288 -1.07941 0.0354 -0.1441 0.2005 0.000
H 0.80118 -3.47410 -1.91784 0.0138 -0.1840 0.1247 0.000
H -2.41362 -2.96433 0.55958 0.0721 -0.2483 -0.0559 0.000
C -2.47168 0.42982 0.22168 -4.6285 0.6916 0.6756 -0.003
O -3.60070 0.62134 0.34847 4.0006 -0.6478 -0.4931 0.000
O -2.28470 -0.84829 2.68179 -0.0268 0.2330 -0.3849 0.000
S -1.37620 0.24724 2.87594 1.5512 0.1505 0.3974 0.000
O -1.85459 1.60250 2.86629 -0.1606 -0.4999 -0.2451 0.000
N -0.09298 0.12134 1.77304 0.3872 -0.1047 0.3573 -0.007
C 1.10578 -0.22809 2.32606 -1.5375 0.2360 -1.3600 0.001
S 2.36174 -0.53420 1.21522 -0.5957 0.3998 0.0209 -0.011
C 1.00163 -0.39164 3.76867 -0.3489 -0.4709 1.2310 0.000
C 1.91320 -0.92916 4.69538 -0.1759 0.4080 -0.4265 0.000
C 1.49158 -1.12046 6.01884 -0.2847 0.2092 0.2467 0.000
C 0.17325 -0.81432 6.42827 0.2597 0.0816 -0.1346 0.001
C -0.75153 -0.32531 5.49838 0.2478 0.1807 -0.2258 0.000
C -0.30968 -0.11294 4.20242 0.2809 -0.4848 0.9263 0.000
H 2.92610 -1.15908 4.34318 -0.3787 0.0128 0.4061 0.000
H 2.19481 -1.48615 6.77332 -0.2381 0.0582 -0.4043 0.000
H -0.15543 -0.93604 7.47303 0.3999 -0.0708 -0.6311 0.000
H -1.78768 -0.09700 5.74950 0.2987 -0.1484 0.1357 0.000
```
Positions in Å, forces in eV/Å.

---

Entry 3:
Here is a molecular structure, C15H25N6O5S2Yb in a non-equilibrium geometry from OMol25. Energies are from ωB97M-V/def2-TZVPD.

Its net charge is +2. Its largest force on an atom is 1.52 eV/A. Its spin multiplicity is 2. The value obtained for the gap between HOMO and LUMO (spin up / spin down) is 8.61 / 8.42 eV. Its relative energy (zero: lowest compared OMol25 entry of this formula, charge and spin) is 0.0 kcal/mol. Its total energy is -88330.2844 eV.

XYZ file:
```
54
Properties=species:S:1:pos:R:3:forces:R:3:lowdin_spin:R:1
Yb 2.88522 0.93520 -0.58255 0.7680 -0.0148 -0.1489 0.999
N 1.57059 0.50712 -2.63426 -0.5940 -0.2630 -0.1869 -0.001
C 0.10571 0.50205 -2.26766 0.4267 0.5817 1.3367 0.000
C -0.98840 0.87527 -3.28952 0.6902 -0.2211 -0.5726 0.000
C -2.01173 -0.24772 -3.53708 0.0506 0.1327 -1.0155 0.000
C -2.87735 -0.63960 -2.36775 0.1214 0.1465 0.5740 0.000
N -3.69317 0.48084 -1.91758 -0.0923 0.0407 0.2497 0.000
C -3.98832 0.83164 -0.67527 0.3280 -0.4739 0.5379 0.000
N -3.62168 0.07269 0.37409 -0.1728 0.2584 -0.3039 0.000
N -4.67901 1.96132 -0.45726 -0.2000 0.1003 -0.1576 0.000
C -0.05782 1.36697 -0.96500 -0.7041 0.3481 -0.6505 0.000
O -1.17269 1.73544 -0.69129 -0.1446 -0.0702 0.3995 0.000
O 1.00693 1.62619 -0.25883 -0.3750 -0.0761 -0.2853 0.003
H 1.77730 1.34538 -3.16710 -0.0097 0.3227 -0.1133 0.000
H 1.75099 -0.24280 -3.29816 0.0329 -0.0883 0.0597 0.000
H -0.08933 -0.49157 -1.86811 -0.0154 -0.3796 -0.1981 0.000
H -0.52158 1.16330 -4.25554 -0.2140 -0.2887 0.4658 0.000
H -1.49554 1.76670 -2.92219 -0.0052 -0.0786 -0.0095 0.000
H -1.55728 -1.15902 -3.94506 0.2203 0.1282 0.2696 0.000
H -2.65292 0.07085 -4.36467 -0.1051 0.1193 0.0547 0.000
H -2.24920 -0.96774 -1.54889 0.1224 -0.0057 0.3418 0.000
H -3.53156 -1.47074 -2.60107 -0.0722 -0.2188 -0.2703 0.000
H -4.16303 1.00121 -2.62919 -0.1806 0.1832 -0.4055 0.000
H -3.11869 -0.80485 0.26742 -0.0242 0.3005 -0.0721 0.000
H -3.58159 0.49040 1.29407 -0.0701 0.0006 -0.2626 0.000
H -4.95058 2.57036 -1.22491 0.2272 -0.3336 0.3039 0.000
H -5.23650 2.04600 0.37806 0.1370 0.0201 0.0278 0.000
O -2.14111 -5.43385 2.66565 -0.1183 -0.2619 0.9999 0.000
C -2.46371 -4.09959 2.62553 0.1185 0.5744 0.1575 0.000
N -1.23657 -3.27242 2.67483 -0.0392 -0.1286 0.2419 0.000
C -0.83519 -2.40203 1.73504 -0.1619 -0.2471 0.2127 0.000
O -1.45500 -2.14760 0.70426 0.0494 0.2037 -0.0465 0.000
C 0.45545 -1.69659 2.06093 0.0911 -0.0011 -0.4360 0.000
C 0.86265 -1.43464 3.35411 -0.2417 -0.0743 0.5214 0.000
C 2.02343 -0.72096 3.60166 -0.1848 -0.1153 -0.3736 0.000
C 2.74026 -0.26359 2.51175 -0.1079 -0.2450 0.1869 0.000
N 2.32204 -0.46694 1.24266 0.6976 -0.1878 0.2314 -0.001
C 1.23028 -1.19829 1.02534 -0.4653 0.2390 0.9407 0.000
H -1.94329 -5.76055 1.80282 0.2330 -0.3879 -0.9551 0.000
H -3.09078 -3.89075 3.50112 0.3158 0.0480 -0.1480 0.000
H -3.00246 -3.81564 1.73153 -0.0952 0.1551 -0.2394 0.000
H -0.56561 -3.51797 3.39911 -0.3912 -0.0158 -0.2163 0.000
H 0.24007 -1.76508 4.18026 0.1533 0.0977 0.0214 0.000
H 2.33060 -0.51181 4.61399 0.1641 0.0311 -0.0020 0.000
H 3.67352 0.26140 2.68697 -0.1456 0.1308 -0.3587 0.000
H 0.86195 -1.33641 0.02756 0.0775 -0.0379 -0.5330 0.000
C 6.62823 4.13828 0.97952 0.0478 0.2802 -1.2186 0.000
O 5.66399 4.01965 -0.12677 0.1584 -0.0768 0.2969 0.000
C 5.03054 2.90947 -0.35692 0.3775 0.5164 0.3579 0.000
S 5.18981 1.57012 0.69593 -0.3582 -0.1936 -0.2148 0.000
S 4.04553 2.96413 -1.74726 -0.1341 -0.1008 -0.1997 -0.002
H 6.99256 5.15945 0.87797 -0.1233 -0.1428 0.2025 0.000
H 7.42812 3.44335 0.76662 0.2082 -0.1842 0.1848 0.000
H 6.15591 3.94400 1.92106 -0.2706 -0.0461 0.4173 0.000
```
Positions in Å, forces in eV/Å.